(1)
C17H49LiN2O9 | ωB97M-V/def2-TZVPD

As for the spin multiplicity: 1. The value obtained for the molar mass is 432.5 Da. The HOMO-LUMO gap is 8.2 eV. The HOMO energy is -8.2795 eV.

Element x y z (Å)
Li  20.60300  1.38500  55.09900
C  22.41600  3.46100  53.46900
O  21.28400  3.12200  52.73300
H  22.94900  2.61800  53.71900
H  22.18400  3.89000  54.35300
H  22.89800  4.13700  52.89900
C  21.24900  -0.06000  51.14900
O  20.36900  0.96100  51.36300
H  21.74400  0.01200  52.24700
H  21.97900  -0.08800  50.10900
H  20.73200  -1.03300  51.23800
H  20.99800  1.70100  51.80400
C  18.37700  2.24100  52.89800
O  19.68700  2.37600  53.50200
H  18.39400  1.58800  52.12700
H  18.01200  2.98000  52.66300
H  17.66600  1.65900  53.50900
H  20.38700  2.75800  52.93100
C  22.50700  2.79800  49.44700
O  23.36700  2.54300  50.58900
H  21.71400  3.33400  49.91400
H  22.15200  1.72700  49.02200
H  22.90200  3.30400  48.66400
H  22.82700  2.80700  51.34300
C  19.84500  6.38600  52.70200
O  20.47700  5.55500  51.75700
H  19.04800  6.89600  52.03100
H  20.40900  7.22600  53.14700
H  19.05800  5.98600  53.45400
H  20.84900  4.85000  52.27700
C  23.88600  5.40100  46.48300
O  24.19800  5.20700  47.74000
C  23.60500  6.17000  48.69500
C  24.44900  6.06000  50.05600
N  23.70800  6.75800  51.11400
C  24.53300  6.73100  52.28700
C  23.75100  7.18700  53.50100
O  24.58900  7.68100  54.55100
C  25.11200  9.00700  54.48100
H  24.52500  4.75800  45.63300
H  24.21500  6.44700  46.14600
H  22.87000  5.17800  46.17400
H  22.56700  6.08900  48.80500
H  23.81200  7.07600  48.23800
H  25.43100  6.26500  49.98400
H  24.46100  5.00700  50.34300
H  22.88900  6.21300  51.47400
H  25.36700  7.33900  52.14700
H  24.79200  5.65100  52.51600
H  23.07000  6.41300  53.76200
H  22.91500  7.76600  53.42800
H  25.35200  9.35900  53.44400
H  26.01900  9.28300  55.08800
H  24.41000  9.68300  54.80900
C  20.70200  -1.10100  53.18500
O  21.26700  -0.06300  53.97100
C  22.71900  -0.25800  53.97600
C  23.24300  0.91200  54.93900
N  22.47400  1.01500  56.13500
C  22.79200  2.15900  56.95100
C  22.34800  3.42000  56.17200
O  20.96000  3.42100  56.16700
C  20.41200  4.68300  55.59300
H  19.88200  -0.61300  52.65700
H  20.36800  -1.94200  53.83100
H  21.44100  -1.58300  52.38800
H  23.16700  -0.43800  52.98400
H  22.96300  -1.16700  54.60000
H  23.48500  1.89800  54.29100
H  24.31800  0.61300  55.19600
H  22.68100  0.07900  56.72200
H  23.92900  2.32100  57.17800
H  22.25600  2.08400  57.89700
H  22.87500  3.68500  55.31100
H  22.51700  4.15600  56.89600
H  19.30500  4.70900  55.58500
H  20.82600  4.68400  54.63900
H  20.73700  5.44200  56.20200

(2)
C17H49N3O20S4 | ωB97M-V/def2-TZVPD

As for the spin multiplicity: 1. The value obtained for the molar mass is 743.8 Da. The HOMO-LUMO gap is 10.5 eV. The HOMO energy is -10.7061 eV.

Element x y z (Å)
C  -6.28472  2.16442  -0.84016
C  -7.61102  1.47088  -0.86451
O  -7.40904  0.07549  -0.93917
S  -7.39616  -0.61604  -2.46892
C  -9.29668  -0.69797  -2.79674
O  -6.62872  0.27992  -3.34108
O  -6.97233  -2.02079  -2.33552
H  -5.76661  2.11828  -1.79804
H  -5.72992  1.76407  0.00838
H  -6.42188  3.23060  -0.65973
H  -8.10789  1.73279  0.06963
H  -8.19841  1.89655  -1.67808
H  -9.72050  -1.41036  -2.08895
H  -9.51303  -1.06796  -3.79894
H  -9.73041  0.29106  -2.64912
C  -3.06433  -3.82222  -0.32752
C  -3.42479  -5.25602  -0.74580
O  -2.93104  -5.31036  -2.06377
S  -3.11338  -6.75360  -2.98299
C  -4.81853  -6.45613  -3.67578
O  -2.10053  -6.70640  -4.02885
O  -3.25994  -7.85701  -2.10647
H  -2.00189  -3.69218  -0.12155
H  -3.71490  -3.68763  0.53662
H  -3.42463  -3.10057  -1.06067
H  -2.94887  -5.98138  -0.08592
H  -4.50183  -5.42332  -0.73518
H  -5.43623  -6.16175  -2.82732
H  -5.14806  -7.41009  -4.08744
H  -4.79906  -5.63555  -4.39298
C  5.50342  -2.71787  7.99309
C  5.76274  -3.00875  6.53347
O  5.22023  -4.31178  6.25261
S  3.73332  -4.47254  5.53485
C  4.08044  -3.72967  3.85109
O  3.56398  -5.91987  5.40588
O  2.76544  -3.62004  6.22947
H  4.43743  -2.58579  8.17840
H  5.95996  -1.79416  8.34866
H  5.95208  -3.47628  8.63466
H  5.34265  -2.24390  5.88030
H  6.83453  -3.08286  6.34938
H  4.81303  -2.92816  3.94587
H  3.17411  -3.22493  3.51658
H  4.46951  -4.46469  3.14649
C  5.53374  6.56919  -3.11547
C  4.36403  7.49402  -2.83700
O  3.35841  6.59651  -2.42158
S  1.94344  7.23479  -1.87585
C  2.41620  7.35049  -0.10099
O  1.82430  8.61577  -2.42288
O  0.97191  6.19180  -2.10402
H  5.98545  6.21240  -2.18985
H  6.40674  7.00085  -3.60500
H  5.20465  5.65066  -3.60138
H  4.67790  8.17051  -2.04204
H  4.17445  8.08617  -3.73228
H  2.99585  8.23769  0.15393
H  3.12531  6.52709  -0.01581
H  1.49722  7.19737  0.46481
C  -2.04717  2.57467  -5.10207
N  -3.07304  2.31549  -6.14959
O  -2.76233  1.45399  -6.90241
O  -4.03602  3.05860  -6.27732
H  -1.51356  1.71929  -4.68772
H  -2.45283  3.22664  -4.32846
H  -1.32794  3.26422  -5.54404
C  2.11182  1.24182  5.55143
N  2.47628  1.24094  7.01644
O  1.52562  1.19043  7.84000
O  3.64642  1.42845  7.30934
H  2.67451  2.06633  5.11361
H  1.05544  1.37751  5.31959
H  2.30952  0.26959  5.10001
C  1.74110  -3.45790  -2.67749
N  2.23576  -4.74199  -2.09961
O  1.90619  -5.00631  -0.96136
O  2.85676  -5.44048  -2.84737
H  2.25679  -2.72595  -2.05586
H  0.67858  -3.51799  -2.44184
H  2.09278  -3.36200  -3.70473
C  4.87241  1.85851  1.05182
O  4.56120  0.69183  0.26164
H  5.14073  1.60748  2.07801
H  5.63259  2.51078  0.62196
H  3.91519  2.36912  1.15721
H  5.22170  0.48318  -0.40304
C  0.02619  2.04948  0.32737
O  0.46225  0.81078  0.80608
H  0.33952  2.89355  0.94176
H  0.50482  2.18695  -0.64223
H  -1.05519  2.11647  0.20805
H  1.40673  0.73539  0.65158

(3)
C17H49NO8S7 | ωB97M-V/def2-TZVPD

As for the spin multiplicity: 1. The value obtained for the molar mass is 620.0 Da. The HOMO-LUMO gap is 8.9 eV. The HOMO energy is -8.6538 eV.

Element x y z (Å)
C  -4.12755  -2.79472  -0.16573
S  -4.93510  -2.66144  -1.77367
O  -6.25401  -2.06518  -1.46044
C  -3.87837  -1.41269  -2.46214
H  -4.67410  -3.62111  0.26170
H  -4.28099  -1.89342  0.44560
H  -3.07188  -2.98917  -0.25596
H  -3.67943  -0.73305  -1.65697
H  -4.58095  -0.78864  -3.07339
H  -2.99652  -1.72397  -3.01595
C  1.63225  4.83322  1.22096
S  0.93478  6.02450  0.00932
O  0.32838  7.17834  0.67644
C  -0.43882  4.96892  -0.63688
H  2.44082  5.45574  1.66919
H  2.02362  3.90932  0.78215
H  0.94254  4.55218  2.01162
H  -0.84896  5.36734  -1.56095
H  -1.13885  5.13264  0.21638
H  -0.08278  3.94381  -0.67795
C  -1.37405  -1.67917  5.80158
S  -0.59692  -0.29308  5.00898
O  -1.80875  0.52565  4.70135
C  0.12061  0.54953  6.41421
H  -2.10435  -1.25805  6.44068
H  -0.71089  -2.36479  6.21926
H  -1.87037  -2.15016  4.95373
H  0.46904  1.60728  6.25488
H  0.98164  -0.02853  6.66195
H  -0.66664  0.44849  7.21172
C  0.90432  -4.16150  -2.90953
S  1.84510  -4.13867  -4.45912
O  3.33236  -4.09833  -4.15246
C  1.27559  -2.40815  -4.87644
H  -0.13410  -4.32088  -3.26691
H  1.02704  -3.26971  -2.29173
H  1.25555  -5.02634  -2.40277
H  0.19563  -2.30061  -4.74262
H  1.55148  -2.31023  -5.92822
H  1.76778  -1.73574  -4.19813
C  -2.92719  1.44335  -4.63443
S  -1.68115  1.04232  -3.36769
O  -0.99242  -0.19930  -3.87579
C  -0.56787  2.39934  -3.77405
H  -3.29041  2.50083  -4.58418
H  -3.63982  0.66008  -4.58486
H  -2.37161  1.38087  -5.59308
H  0.30204  2.39313  -3.17178
H  -1.17821  3.30327  -3.56148
H  -0.27467  2.27548  -4.82773
C  2.86592  0.20345  -1.76508
S  2.95760  1.96497  -2.21465
O  1.86932  2.68486  -1.41487
C  4.40590  2.34007  -1.33171
H  1.82332  -0.01674  -1.58485
H  3.45307  -0.00842  -0.92116
H  3.23098  -0.24779  -2.67584
H  5.27869  1.76174  -1.69489
H  4.21678  2.04820  -0.28078
H  4.59747  3.39583  -1.43018
C  2.22723  -2.23372  2.81649
S  2.51209  -2.99899  4.50603
O  1.19229  -3.42170  5.02130
C  3.42703  -4.46709  3.88339
H  3.22655  -2.20472  2.32886
H  1.73396  -1.25984  2.97733
H  1.58146  -2.85716  2.16169
H  4.47895  -4.11508  3.85196
H  3.20223  -4.80829  2.86594
H  3.24690  -5.30635  4.50649
C  -0.76467  -0.58863  0.63144
O  0.36649  -0.94308  0.33696
N  -1.13095  0.65608  0.90787
C  -2.46638  1.05456  1.28158
C  -0.12546  1.69026  0.81808
H  -1.64605  -1.26292  0.83071
H  -3.22795  0.40342  0.86873
H  -2.59143  2.09788  0.90963
H  -2.57962  1.02091  2.35548
H  -0.17502  2.25189  -0.09279
H  -0.23301  2.40545  1.60306
H  0.89345  1.29200  0.92508